Density functional theory data (wB97M-V/def2-TZVPD) for a structure of composition C21H59AsCaF6N2O22P5 in a non-equilibrium geometry.

Last column: Mulliken charge in e.
Geometry (Å):
Ca -9.2067 7.8151 -13.4313  1.4469
As -7.7276 11.4732 -12.3648  1.8141
F -7.0620 10.8603 -10.7332  -0.5285
F -8.6558 9.8841 -12.6177  0.1397
F -8.1857 12.1631 -13.9684  -0.5347
F -6.8111 13.0192 -12.0684  -0.5018
F -6.3756 10.6387 -13.1421  -0.4105
F -9.2556 12.2109 -11.7285  -0.4915
C -12.0788 5.8654 -13.6086  -0.8908
O -10.9927 6.1495 -13.0893  0.0236
N -13.2604 6.4315 -13.2741  0.7049
C -13.3857 7.5341 -12.3209  -0.7989
C -14.4589 5.7408 -13.6238  -1.2277
H -12.0230 5.0690 -14.3667  0.3811
H -14.0392 8.2213 -12.8583  0.4775
H -12.4953 8.1300 -12.1203  -0.3648
H -13.8555 7.3120 -11.3627  0.4343
H -15.4199 6.1904 -13.3737  0.3534
H -14.4717 5.5583 -14.6984  0.3920
H -14.3932 4.7259 -13.2317  0.3577
C -11.7416 10.2263 -13.6715  -0.3066
O -11.0896 9.1858 -13.5877  -0.1115
N -12.7460 10.3075 -14.5421  0.4620
C -13.3540 11.5928 -14.8428  -1.1413
C -13.3353 9.2318 -15.3208  -0.9461
H -11.4704 11.1689 -13.1713  0.2308
H -12.9050 12.4766 -14.3896  0.3689
H -14.3906 11.7568 -14.5484  0.3840
H -13.2968 11.8855 -15.8912  0.3384
H -13.6222 9.6201 -16.2981  0.4409
H -12.6740 8.3654 -15.3062  0.0525
H -14.3180 8.9063 -14.9796  0.3105
C -12.6149 7.2885 -8.3584  -0.9825
O -11.9325 7.1902 -9.5851  -0.3181
P -10.6238 8.1802 -9.8384  -0.4414
O -9.8924 8.1158 -11.1539  1.0871
O -11.1620 9.6376 -9.4062  -0.1231
C -10.3146 10.7140 -8.9855  -0.4622
O -9.5931 7.8040 -8.5727  -0.2710
C -8.2638 8.2038 -8.5428  -0.3445
H -13.6139 7.6514 -8.5998  0.3450
H -12.1750 8.0847 -7.7579  0.3474
H -12.7065 6.3818 -7.7604  0.2822
H -10.1251 10.7391 -7.9124  0.2641
H -10.9483 11.5802 -9.1759  0.2705
H -9.3675 10.7794 -9.5210  0.1314
H -8.1087 8.9746 -9.2978  0.0619
H -7.5466 7.3920 -8.6638  0.0756
H -8.0708 8.6026 -7.5469  0.3330
C -4.4030 4.3547 -13.5420  -1.0640
O -5.5111 5.2379 -13.8645  0.2942
P -5.4700 6.8434 -13.6457  -1.0396
O -6.7196 7.6065 -13.8796  0.3463
O -4.1725 7.3267 -14.5799  -0.2891
C -4.3152 7.8328 -15.9060  -0.3618
O -4.7837 6.9315 -12.1967  -0.0333
C -4.3271 8.1329 -11.7507  -0.6907
H -4.6442 3.3093 -13.3496  0.2606
H -3.7160 4.7961 -12.8200  0.3900
H -3.9096 4.2686 -14.5101  0.2974
H -3.7571 7.1797 -16.5768  0.3691
H -3.7771 8.7764 -15.9968  0.3832
H -5.3286 7.9345 -16.2944  -0.2276
H -3.9330 8.0694 -10.7364  0.2711
H -5.0206 8.9734 -11.7269  0.1630
H -3.5805 8.4217 -12.4905  0.3307
C -7.1387 6.8793 -18.4816  -0.9785
O -7.7109 7.0227 -17.1991  0.4951
P -8.5734 5.8800 -16.4394  -1.2498
O -9.1500 6.2571 -15.1256  1.4438
O -7.5835 4.5366 -16.5210  -0.2679
C -7.8477 3.3344 -15.8643  -0.3564
O -9.7863 5.5810 -17.5346  -0.2077
C -10.9082 4.7786 -17.2792  -0.1720
H -7.2731 5.9127 -18.9672  0.3093
H -6.0757 7.0800 -18.3480  0.3000
H -7.5003 7.6788 -19.1281  0.2449
H -8.1262 2.5680 -16.5875  0.3460
H -8.7442 3.3914 -15.2469  -0.0384
H -7.0193 2.9231 -15.2874  0.1868
H -11.6087 4.6169 -18.0984  0.3577
H -11.4077 5.0903 -16.3618  -0.2706
H -10.6009 3.7824 -16.9611  0.2773
C -9.1200 4.3651 -8.3756  -0.9168
O -9.2269 5.0607 -9.6214  0.1490
P -8.1208 5.0375 -10.7689  -0.2875
O -8.2920 6.0522 -11.8724  0.7814
O -8.4243 3.4853 -11.2993  -0.4712
C -9.7636 3.2406 -11.8177  -0.0694
O -6.6850 4.8906 -9.9981  -0.2352
C -5.8051 3.8369 -10.2450  -0.7699
H -10.0878 3.9175 -8.1493  0.2219
H -8.7643 5.0689 -7.6232  0.1998
H -8.3486 3.6107 -8.5303  0.3564
H -10.0576 2.2046 -11.6499  0.4295
H -9.6918 3.2795 -12.9046  -0.3139
H -10.5117 3.9403 -11.4449  0.0857
H -4.9806 4.3244 -10.7651  0.1484
H -6.1615 3.0572 -10.9181  0.2898
H -5.4857 3.1841 -9.4326  0.3355
C -9.3032 12.5219 -16.9245  -0.9965
O -9.8213 11.4016 -16.2831  0.2718
P -8.8962 10.0451 -16.4198  -0.5925
O -9.0233 9.0416 -15.3226  1.1070
O -9.3824 9.4804 -17.9260  -0.3598
C -10.6027 8.7482 -18.0243  -0.4087
O -7.3377 10.5639 -16.7325  -0.2049
C -6.7010 10.5201 -17.9585  -0.8609
H -10.0986 12.9118 -17.5598  0.2821
H -8.3712 12.5087 -17.4896  0.3542
H -9.0680 13.1906 -16.0966  0.2509
H -11.4515 9.4316 -17.9977  0.2874
H -10.6035 7.8944 -17.3467  -0.1117
H -10.6700 8.2516 -18.9922  0.2982
H -7.3921 10.5280 -18.8014  0.3861
H -6.0268 9.6670 -18.0346  0.0344
H -6.1127 11.4362 -17.9054  0.3968

Summary:
Kohn-Sham gap = 10.09 eV
LUMO = -1.71 eV
electronic energy = -212797.862 eV
net charge = +1
HOMO = -11.80 eV

***

Density functional theory data (wB97M-V/def2-TZVPD) for a cluster of 14 separate species, C21H60BN16O21 in total in a non-equilibrium geometry.

Last column: Mulliken charge in e.
Geometry (Å):
O -24.1644 -20.4374 -15.0390  -0.5138
C -23.6051 -21.2911 -15.7886  0.3226
O -22.2730 -21.5416 -16.0195  -0.4602
B -22.1131 -22.2598 -17.3515  0.2723
O -23.4643 -22.7316 -17.7404  -0.0995
C -24.3658 -22.1569 -16.9200  0.7348
O -25.5932 -22.1886 -16.9790  -0.2639
O -21.1072 -23.3172 -17.2407  -0.4079
C -20.0152 -22.9539 -17.9509  0.2133
O -19.0008 -23.5912 -18.2683  -0.8403
C -20.3590 -21.6297 -18.6485  0.8023
O -21.5365 -21.3114 -18.3624  0.5162
O -19.6536 -21.0362 -19.4555  -0.9308
O -27.6631 -20.4185 -16.2427  -0.6079
H -26.9618 -20.3200 -16.8866  0.2060
H -28.3366 -19.7996 -16.5248  0.2649
O -28.1162 -23.0622 -16.2180  -0.7261
H -27.9254 -23.3151 -15.3147  0.3838
H -27.3396 -22.5795 -16.5012  0.2787
C -25.5023 -26.2316 -18.3233  0.7530
O -25.7941 -25.7958 -19.3801  -0.7549
N -25.5565 -25.5671 -17.2786  0.1178
N -24.8021 -27.2816 -18.2235  -0.4776
H -25.5218 -25.8533 -16.3107  0.1029
H -25.7289 -24.5720 -17.2682  -0.2330
H -24.5894 -27.5203 -17.2655  0.1457
H -24.5555 -27.7599 -19.0782  0.2320
C -26.9785 -22.7797 -20.7632  0.6197
O -27.4556 -21.8995 -21.4891  -0.7601
N -27.7417 -23.6843 -20.1207  -0.3142
N -25.7065 -22.9480 -20.5550  -0.1353
H -28.7189 -23.6097 -20.3650  0.2167
H -27.1216 -24.3961 -19.7616  0.2657
H -25.2812 -22.0457 -20.7133  -0.1289
H -25.3647 -23.3841 -19.7105  0.2333
C -15.6573 -24.2610 -17.8298  0.5054
O -14.6555 -24.9189 -17.5718  -0.7585
N -15.9004 -23.7191 -18.9508  -0.2669
N -16.6325 -24.1162 -17.0210  -0.1674
H -15.1746 -23.6750 -19.6518  0.1850
H -16.8328 -23.3887 -19.1547  0.1642
H -16.6288 -24.4273 -16.0601  0.1851
H -17.4321 -23.6051 -17.3668  0.2383
C -22.7491 -22.0832 -21.9867  0.7499
O -23.4159 -22.1100 -22.9917  -0.7602
N -22.9662 -22.8494 -20.9729  -0.3944
N -21.8611 -21.2334 -21.7645  0.2907
H -22.6787 -22.7420 -20.0107  0.0983
H -23.6892 -23.5419 -21.1067  0.2503
H -21.4504 -21.1057 -20.8506  -0.1847
H -21.4231 -20.6824 -22.4888  -0.0560
C -21.9758 -17.1727 -13.2945  0.7013
O -21.8251 -16.7470 -12.1232  -0.7391
N -21.0169 -17.1952 -14.1215  -0.3265
N -23.0766 -17.7611 -13.7362  -0.2657
H -21.1362 -17.8204 -14.9058  0.1768
H -20.1658 -16.7136 -13.8687  0.2032
H -23.7283 -17.9546 -12.9893  0.1043
H -23.3849 -17.8394 -14.6948  0.1225
C -19.5930 -19.6645 -23.2425  0.2505
O -19.8750 -19.7392 -24.4052  -0.6968
N -18.6800 -20.3952 -22.6544  -0.1959
N -19.9274 -18.6636 -22.4641  -0.2225
H -18.1923 -21.1102 -23.1752  0.1725
H -18.4795 -20.1407 -21.6978  0.1121
H -19.6142 -18.6414 -21.5042  0.1735
H -20.6163 -18.0325 -22.8478  0.1822
C -25.8062 -24.0734 -14.1022  0.7465
O -24.8552 -24.1834 -14.8294  -0.5912
N -26.3028 -25.0077 -13.3300  -0.4698
N -26.4954 -23.0501 -13.8740  -0.2768
H -25.7118 -25.8259 -13.2928  0.2640
H -27.2445 -24.9455 -12.9704  0.1157
H -26.2473 -22.1969 -14.3543  -0.0384
H -27.3398 -23.0761 -13.3205  0.2487
C -16.7620 -19.4414 -19.9722  0.6297
O -17.7427 -18.6654 -20.0064  -0.6709
N -15.5088 -19.3265 -20.1675  -0.4367
N -16.8513 -20.7309 -19.6400  0.0079
H -14.8748 -20.0851 -20.3736  0.1665
H -15.2383 -18.4149 -20.5080  0.2786
H -17.6990 -21.0683 -19.2068  -0.0504
H -16.1624 -21.4680 -19.6868  0.2349
C -23.3755 -21.0288 -11.6248  -1.2234
C -24.7925 -20.4224 -11.5389  1.0413
C -25.9226 -21.0654 -10.6873  -1.2737
O -24.6766 -19.1016 -11.0912  -0.5832
H -22.7939 -20.4983 -12.3788  0.2756
H -23.4673 -22.0293 -12.0477  0.2663
H -22.8156 -21.1530 -10.6979  0.4635
H -25.0869 -20.2666 -12.5768  -0.1155
H -25.5938 -21.5322 -9.7588  0.3459
H -26.1622 -21.9694 -11.2472  0.1405
H -26.7618 -20.3956 -10.4995  0.3370
H -23.8700 -19.0936 -10.5708  0.3360
C -23.4076 -18.1329 -18.7655  -0.7455
C -22.9922 -17.6482 -20.1604  0.8855
C -24.0726 -17.9940 -21.2495  -0.7898
O -22.9210 -16.2244 -20.1456  -0.5872
H -24.3963 -17.7626 -18.4944  0.4555
H -22.6763 -17.8087 -18.0250  0.3402
H -23.4434 -19.2214 -18.8087  -0.1905
H -22.0659 -18.1298 -20.4738  -0.3991
H -24.3178 -19.0166 -20.9631  -0.0045
H -23.6775 -18.0793 -22.2618  0.2890
H -24.9665 -17.3705 -21.2329  0.3597
H -23.8060 -15.9137 -19.9409  0.3801
C -18.8412 -21.1821 -14.7043  -0.9365
C -17.4010 -20.7439 -14.3524  0.3442
C -16.8294 -19.9042 -15.5816  -1.0335
O -17.4800 -19.8039 -13.2055  -0.5444
H -18.8246 -22.0507 -15.3626  0.1837
H -19.4517 -20.3967 -15.1498  0.1920
H -19.2832 -21.4117 -13.7347  0.3570
H -16.8234 -21.6397 -14.1238  0.2330
H -17.4906 -19.0393 -15.6344  0.3496
H -16.9089 -20.4365 -16.5295  0.0687
H -15.7917 -19.6535 -15.3615  0.4441
H -16.6027 -19.4165 -13.2480  0.3209

Summary:
Kohn-Sham gap = 8.25 eV
LUMO = 1.31 eV
electronic energy = -90275.775 eV
net charge = -1
energy above the lowest of the compared OMol25 structures with the same formula, charge and spin = 205.0 kJ/mol
HOMO = -6.94 eV

***

Density functional theory data (wB97M-V/def2-TZVPD) for a cluster of 9 separate species, C21H60O9 in total in a non-equilibrium geometry.

Last column: Mulliken charge in e.
Geometry (Å):
C 1.5802 -0.3710 4.5634  -1.4669
C 2.8482 0.1708 3.8828  0.6718
C 3.5771 -0.7243 2.8669  -1.0336
O 2.5382 1.4278 3.2915  -0.5163
H 0.8192 -0.7304 3.8708  0.2607
H 1.0935 0.3966 5.1651  0.4839
H 1.8370 -1.1410 5.2910  0.3932
H 3.4892 0.4934 4.7033  0.2491
H 3.5796 -0.3709 1.8358  0.1944
H 3.2488 -1.7577 2.9784  0.1299
H 4.6282 -0.6731 3.1510  0.3634
H 2.1422 1.9323 4.0059  0.2329
C -1.5677 -4.3469 -4.3808  -1.3686
C -1.5809 -2.9429 -3.8331  0.6475
C -2.7478 -2.8457 -2.7485  -1.1228
O -0.3855 -2.6361 -3.1277  -0.2560
H -2.4590 -4.5606 -4.9708  0.3767
H -1.4833 -5.0150 -3.5237  0.3165
H -0.6324 -4.5120 -4.9156  0.3565
H -1.7082 -2.1042 -4.5175  0.2546
H -2.6912 -1.9051 -2.2006  0.0149
H -2.7098 -3.6150 -1.9773  0.3351
H -3.7071 -3.0922 -3.2034  0.4696
H -0.6558 -2.3060 -2.2678  0.3164
C -4.3636 0.1629 2.5034  -1.5492
C -2.9551 0.1845 3.0384  1.7016
C -2.7414 0.9846 4.4157  -1.3098
O -2.4993 -1.1376 3.1237  -0.4850
H -4.5077 -0.7629 1.9464  0.3647
H -4.6696 1.0147 1.8961  0.2807
H -5.0430 0.1011 3.3536  0.4523
H -2.3135 0.6468 2.2882  -0.8280
H -2.9271 0.4498 5.3471  0.4407
H -3.3090 1.9142 4.4577  0.3525
H -1.6638 1.1396 4.4674  0.2747
H -2.9131 -1.4423 3.9346  0.3181
C 4.4532 -1.1787 -1.9215  -1.5554
C 2.9973 -1.2980 -2.4397  1.9431
C 2.4692 -0.2215 -3.3838  -1.3821
O 2.9770 -2.5924 -3.0853  -0.6631
H 4.6428 -0.2583 -1.3692  0.3420
H 5.1546 -1.2136 -2.7550  0.3828
H 4.6063 -2.0048 -1.2271  0.3512
H 2.3518 -1.4563 -1.5757  -0.6526
H 2.6006 0.7150 -2.8416  0.2091
H 1.4622 -0.2503 -3.7999  0.3427
H 3.0285 -0.1351 -4.3154  0.4307
H 2.1215 -2.5241 -3.5155  0.3116
C 2.2111 -4.8203 0.2017  -0.9284
C 1.2792 -4.3128 1.3407  0.0861
O 0.0960 -3.7017 0.8527  -0.4517
H 2.0095 -5.8493 -0.0961  0.3104
H 3.2765 -4.7959 0.4306  0.3411
H 2.0568 -4.1512 -0.6449  0.1183
H 1.8425 -3.5901 1.9311  -0.1109
H 1.0600 -5.1402 2.0155  0.4399
H -0.4559 -3.6216 1.6341  0.2353
C 0.3903 4.0414 2.1765  -1.2549
C -0.7768 3.4129 1.4863  0.9836
O -1.0763 4.3051 0.4695  -0.5764
H 1.2948 3.9771 1.5717  0.2669
H 0.6091 3.5846 3.1417  0.1720
H 0.3514 5.0761 2.5169  0.3860
H -1.6172 3.2493 2.1609  0.2316
H -0.5457 2.4027 1.1484  -0.4331
H -1.7843 3.9387 -0.0654  0.3783
C 1.4616 3.8543 -2.2662  -0.8845
C 1.2666 5.2871 -2.5089  -0.4671
O 1.0474 5.5760 -3.8327  -0.5054
H 1.8952 3.8774 -1.2663  0.2162
H 2.2094 3.4891 -2.9702  0.3754
H 0.5672 3.2425 -2.3834  0.3459
H 2.2127 5.7702 -2.2648  0.3220
H 0.5328 5.7766 -1.8686  0.2608
H 0.4167 4.8713 -3.9974  0.3266
C -3.2035 1.0672 -0.8601  -0.3197
C -3.9248 2.3023 -1.3685  -0.5295
O -3.5591 3.2580 -0.5433  -0.4548
H -3.2064 0.8241 0.2024  -0.2013
H -2.1869 0.8692 -1.1999  0.1115
H -3.6740 0.1987 -1.3211  0.3862
H -4.9938 2.1709 -1.2010  0.3345
H -3.7572 2.5173 -2.4239  0.3377
H -4.0117 4.0840 -0.7292  0.2396
C 0.5053 -0.0637 -0.3334  -0.1636
O -0.2171 -1.2088 -0.6279  -0.5180
H -0.1897 0.4034 0.3644  -0.2692
H 1.4174 -0.4281 0.1394  0.3472
H 0.8333 0.6017 -1.1319  0.0649
H 0.3262 -1.9540 -0.3615  0.0744

Summary:
Kohn-Sham gap = 10.13 eV
SMILES = CC(C)O.CC(C)O.CC(C)O.CC(C)O.CCO.CCO.CCO.CCO.CO
LUMO = 0.42 eV
electronic energy = -41173.334 eV
energy above the lowest of the compared OMol25 structures with the same formula, charge and spin = 407.9 kJ/mol
HOMO = -9.71 eV